Entry 1:
The following is a DFT calculation (the ωB97M-V functional and the def2-TZVPD basis) of 8 unconnected molecules or ions with the total composition C25H54F9NO24P4 at a distorted geometry.

Bonds (Å) are listed after each position.
Geometry (Å):
1 C 0.82388 -0.85262 0.91636  N2 1.433, H5 1.090, H6 1.090, H7 1.090
2 N 0.60293 0.31123 1.72304  C1 1.433, O3 1.228, O4 1.249
3 O 0.11904 0.16573 2.84238  N2 1.228
4 O 0.73598 1.39514 1.11782  N2 1.249
5 H 1.20931 -1.68508 1.50504  C1 1.090
6 H 1.40165 -0.56233 0.03886  C1 1.090
7 H -0.10193 -1.23149 0.48341  C1 1.090
8 C 5.26467 -0.62014 -3.55694  O9 1.471, H16 1.090, H17 1.090, H18 1.090
9 O 5.35351 -1.95774 -2.95206  C8 1.471, P10 1.590
10 P 4.14709 -2.47175 -2.05339  O9 1.590, O11 1.508, O12 1.586, O14 1.609
11 O 3.59140 -1.28580 -1.30668  P10 1.508
12 O 3.23852 -3.08782 -3.19760  P10 1.586, C13 1.381
13 C 1.85844 -3.03834 -3.19441  O12 1.381, H19 1.090, H20 1.090, H21 1.090
14 O 4.62691 -3.67514 -1.09857  P10 1.609, C15 1.407
15 C 4.80117 -5.00762 -1.51492  O14 1.407, H22 1.090, H23 1.090, H24 1.090
16 H 5.22940 -0.80387 -4.63076  C8 1.090
17 H 6.12757 -0.04105 -3.22809  C8 1.090
18 H 4.32183 -0.11762 -3.34098  C8 1.090
19 H 1.45999 -2.71440 -4.15586  C13 1.090
20 H 1.44855 -2.44897 -2.37421  C13 1.090
21 H 1.39458 -4.02183 -3.11918  C13 1.090
22 H 3.85383 -5.40310 -1.88130  C15 1.090
23 H 5.15983 -5.57692 -0.65739  C15 1.090
24 H 5.56788 -5.06757 -2.28736  C15 1.090
25 C -1.80041 -2.96284 2.58449  O26 1.391, H33 1.090, H34 1.090, H35 1.090
26 O -2.21656 -4.11116 3.25059  C25 1.391, P27 1.638
27 P -2.05121 -5.53116 2.45088  O26 1.638, O28 1.518, O29 1.630, O31 1.676
28 O -2.73575 -5.48266 1.09681  P27 1.518
29 O -0.42669 -5.62994 2.36134  P27 1.630, C30 1.440
30 C 0.23965 -6.50354 1.43126  O29 1.440, H36 1.090, H37 1.090, H38 1.090
31 O -2.39783 -6.82116 3.46378  P27 1.676, C32 1.401
32 C -1.68635 -7.12890 4.63033  O31 1.401, H39 1.090, H40 1.090, H41 1.090
33 H -2.09347 -3.02495 1.53646  C25 1.090
34 H -0.72733 -2.83055 2.72264  C25 1.090
35 H -2.23738 -2.03896 2.96343  C25 1.090
36 H 0.81693 -5.78162 0.85361  C30 1.090
37 H -0.45301 -7.13789 0.87815  C30 1.090
38 H 0.92079 -7.13183 2.00519  C30 1.090
39 H -2.37557 -6.99914 5.46474  C32 1.090
40 H -0.85558 -6.43395 4.75266  C32 1.090
41 H -1.36902 -8.16139 4.48413  C32 1.090
42 C 0.87104 5.83346 -4.49106  O43 1.376, H50 1.090, H51 1.090, H52 1.090
43 O 1.09792 5.06044 -3.37557  C42 1.376, P44 1.637
44 P -0.16245 4.19482 -2.79133  O43 1.637, O45 1.486, O46 1.608, O48 1.622
45 O -0.71011 3.23578 -3.78607  P44 1.486
46 O -1.10225 5.30458 -2.10505  P44 1.608, C47 1.379
47 C -2.21865 5.75343 -2.77797  O46 1.379, H53 1.090, H54 1.090, H55 1.090
48 O 0.57072 3.44062 -1.55644  P44 1.622, C49 1.393
49 C 1.68017 2.61608 -1.72771  O48 1.393, H56 1.090, H57 1.090, H58 1.090
50 H 1.50982 5.42236 -5.27276  C42 1.090
51 H 0.91545 6.90911 -4.32046  C42 1.090
52 H -0.11571 5.60731 -4.89515  C42 1.090
53 H -2.37559 5.39824 -3.79646  C47 1.090
54 H -2.20706 6.84031 -2.85951  C47 1.090
55 H -3.14379 5.59845 -2.22283  C47 1.090
56 H 1.32514 1.66668 -1.32686  C49 1.090
57 H 2.48713 3.03525 -1.12670  C49 1.090
58 H 1.98679 2.46841 -2.76321  C49 1.090
59 C -2.21166 0.39318 -4.34454  O60 1.424, H67 1.090, H68 1.090, H69 1.090
60 O -2.71743 -0.93239 -4.22814  C59 1.424, P61 1.617
61 P -2.76988 -1.61011 -2.76059  O60 1.617, O62 1.482, O63 1.647, O65 1.605
62 O -1.44750 -1.78165 -2.11300  P61 1.482
63 O -3.53097 -3.04088 -3.05652  P61 1.647, C64 1.439
64 C -3.58387 -3.93588 -1.93108  O63 1.439, H70 1.090, H71 1.090, H72 1.090
65 O -3.93474 -0.72961 -2.09518  P61 1.605, C66 1.440
66 C -5.29463 -0.67512 -2.56701  O65 1.440, H73 1.090, H74 1.090, H75 1.090
67 H -3.01058 1.13368 -4.38295  C59 1.090
68 H -1.52742 0.61309 -5.16402  C59 1.090
69 H -1.65518 0.70535 -3.46081  C59 1.090
70 H -3.25424 -3.57047 -0.95849  C64 1.090
71 H -3.05083 -4.81915 -2.28293  C64 1.090
72 H -4.58035 -4.33887 -1.75013  C64 1.090
73 H -5.65249 0.28550 -2.19656  C66 1.090
74 H -5.88994 -1.51540 -2.20973  C66 1.090
75 H -5.38912 -0.74389 -3.65072  C66 1.090
76 C -2.11479 2.26166 -0.30557  C77 1.532, H85 1.090, H86 1.090, H87 1.090
77 C -3.63546 2.44684 -0.27455  C76 1.532, O78 1.432, H88 1.090, H89 1.090
78 O -4.05472 3.12344 0.91556  C77 1.432, C79 1.260
79 C -5.25354 3.14884 1.30118  O78 1.260, O80 1.268, C81 1.584
80 O -6.28443 2.91649 0.59996  C79 1.268
81 C -5.31001 3.63569 2.80749  C79 1.584, F82 1.339, F83 1.282, F84 1.333
82 F -4.11101 3.78372 3.38572  C81 1.339
83 F -5.90919 4.76660 2.88140  C81 1.282
84 F -5.97520 2.81083 3.61651  C81 1.333
85 H -1.61914 3.20806 -0.08932  C76 1.090
86 H -1.64888 1.85028 -1.20099  C76 1.090
87 H -1.89474 1.59974 0.53201  C76 1.090
88 H -4.16824 1.49616 -0.29594  C77 1.090
89 H -3.84916 3.16512 -1.06608  C77 1.090
90 C -1.08330 2.87888 4.66859  C91 1.529, H99 1.090, H100 1.090, H101 1.090
91 C -0.51976 4.27980 4.42856  C90 1.529, O92 1.425, H102 1.090, H103 1.090
92 O -1.26243 4.90038 3.38246  C91 1.425, C93 1.308
93 C -0.81805 5.86799 2.62278  O92 1.308, O94 1.248, C95 1.565
94 O 0.27396 6.44809 2.78854  C93 1.248
95 C -1.78921 6.38239 1.50900  C93 1.565, F96 1.330, F97 1.303, F98 1.347
96 F -1.34755 6.12790 0.28092  C95 1.330
97 F -2.97758 5.86207 1.63355  C95 1.303
98 F -1.94318 7.71106 1.67075  C95 1.347
99 H -0.91997 2.30126 3.75877  C90 1.090
100 H -2.10115 2.85823 5.05802  C90 1.090
101 H -0.46543 2.34822 5.39298  C90 1.090
102 H 0.54562 4.12999 4.25356  C91 1.090
103 H -0.45662 4.94189 5.29213  C91 1.090
104 C 6.33891 0.57420 2.83181  C105 1.581, H113 1.090, H114 1.090, H115 1.090
105 C 5.71882 0.01295 1.49018  C104 1.581, O106 1.395, H116 1.090, H117 1.090
106 O 5.06258 -1.19153 1.74237  C105 1.395, C107 1.360
107 C 5.75065 -2.35817 1.86817  O106 1.360, O108 1.265, C109 1.549
108 O 7.00556 -2.45081 1.73705  C107 1.265
109 C 4.79536 -3.54135 2.16253  C107 1.549, F110 1.392, F111 1.364, F112 1.337
110 F 4.63427 -3.71101 3.53504  C109 1.392
111 F 3.54834 -3.21926 1.71433  C109 1.364
112 F 5.20359 -4.68065 1.59477  C109 1.337
113 H 7.40005 0.32549 2.84698  C104 1.090
114 H 5.72313 0.39109 3.71237  C104 1.090
115 H 6.45917 1.65694 2.86788  C104 1.090
116 H 6.40062 -0.02642 0.64065  C105 1.090
117 H 4.95737 0.65534 1.04788  C105 1.090

total energy	-139047.429	eV
SMILES	CCOC(=O)C(F)(F)F.CCOC(=O)C(F)(F)F.CCOC(=O)C(F)(F)F.COP(=O)(OC)OC.COP(=O)(OC)OC.COP(=O)(OC)OC.COP(=O)(OC)OC.C[N+](=O)[O-]
LUMO	-0.0936	eV
HOMO	-10.78	eV
charge	0
max |F|	5.43	eV Å⁻¹

Entry 2:
The following is a DFT calculation (the ωB97M-V functional and the def2-TZVPD basis) of 2 unconnected molecules or ions with the total composition C6H10O.

Bonds (Å) are listed after each position.
Geometry (Å):
1 C -1.76946 0.49456 -1.88867  O2 1.204, H8 1.110, H9 1.108
2 O -1.98385 1.46675 -1.21227  C1 1.204
3 C 1.05129 1.00846 -0.06126  C4 1.328, C7 1.509, H11 1.087
4 C 0.66677 1.00491 1.20998  C3 1.328, C5 1.508, H12 1.087
5 C 0.42476 -0.38577 1.74184  C4 1.508, C6 1.553, H13 1.098, H14 1.098
6 C 0.68604 -1.30671 0.51924  C5 1.553, C7 1.551, H15 1.094, H16 1.095
7 C 1.15666 -0.38307 -0.63505  C3 1.509, C6 1.551, H10 1.099, H17 1.097
8 H -1.31030 0.55672 -2.89694  C1 1.110
9 H -2.01214 -0.53018 -1.54555  C1 1.108
10 H 0.53615 -0.50291 -1.53422  C7 1.099
11 H 1.27535 1.89896 -0.64344  C3 1.087
12 H 0.53991 1.89310 1.82347  C4 1.087
13 H 1.09688 -0.61359 2.58024  C5 1.098
14 H -0.59701 -0.49191 2.12915  C5 1.098
15 H 1.43885 -2.06645 0.74869  C6 1.094
16 H -0.22650 -1.84219 0.23716  C6 1.095
17 H 2.18401 -0.60153 -0.95223  C7 1.097

total energy	-8430.122	eV
SMILES	C1=CCCC1.C=O
energy above the lowest of the compared OMol25 structures with the same formula, charge and spin	107.9	kJ/mol
LUMO	0.9070	eV
HOMO	-9.04	eV
charge	0
max |F|	0.60	eV Å⁻¹

Entry 3:
The following is a DFT calculation (the ωB97M-V functional and the def2-TZVPD basis) of C21H21N3O5S in the gas phase.

Bonds (Å) are listed after each position.
Geometry (Å):
1 C 2.97818 -0.52115 0.04914  H2 1.088, H3 1.091, H4 1.091, O5 1.428
2 H 3.73930 0.05907 0.56735  C1 1.088
3 H 3.31598 -0.79687 -0.95049  C1 1.091
4 H 2.73394 -1.41474 0.62512  C1 1.091
5 O 1.80767 0.29291 -0.03777  C1 1.428, C6 1.321
6 C 1.20101 0.41745 -1.20486  O5 1.321, O7 1.208, C8 1.529
7 O 1.55213 -0.09564 -2.24020  C6 1.208
8 C -0.07156 1.25622 -1.08431  C6 1.529, N9 1.449, H50 1.094, H51 1.090
9 N -1.24415 0.40914 -1.16134  C8 1.449, C10 1.374, C25 1.452
10 C -1.82061 0.07387 -2.36306  N9 1.374, S11 1.652, N12 1.357
11 S -3.27056 -0.71620 -2.39343  C10 1.652
12 N -1.11291 0.41443 -3.46921  C10 1.357, C13 1.400, H24 1.017
13 C -1.54346 0.39555 -4.80108  N12 1.400, C14 1.390, C18 1.393
14 C -2.84962 0.69262 -5.17345  C13 1.390, C15 1.383, H23 1.077
15 C -3.19717 0.69347 -6.51185  C14 1.383, C16 1.384, H22 1.080
16 C -2.25483 0.41420 -7.48662  C15 1.384, C17 1.385, H21 1.079
17 C -0.94798 0.14034 -7.11739  C16 1.385, C18 1.381, H20 1.080
18 C -0.59075 0.13358 -5.78338  C13 1.393, C17 1.381, H19 1.081
19 H 0.42802 -0.08063 -5.49122  C18 1.081
20 H -0.20356 -0.07056 -7.87080  C17 1.080
21 H -2.53461 0.41491 -8.52920  C16 1.079
22 H -4.21484 0.91957 -6.79259  C15 1.080
23 H -3.58800 0.92055 -4.42302  C14 1.077
24 H -0.10089 0.40668 -3.37218  N12 1.017
25 C -1.65175 -0.34129 0.01343  N9 1.452, C26 1.526, C31 1.533, H49 1.098
26 C -1.22240 0.33518 1.31180  C25 1.526, O27 1.202, N28 1.379
27 O -1.58118 1.40792 1.71796  C26 1.202
28 N -0.33396 -0.50464 1.95063  C26 1.379, C29 1.387, C34 1.422
29 C -0.07667 -1.68123 1.26373  N28 1.387, O30 1.202, C31 1.509
30 O 0.75669 -2.48827 1.57707  C29 1.202
31 C -1.00760 -1.73090 0.07736  C25 1.533, C29 1.509, H32 1.091, H33 1.091
32 H -1.74632 -2.51839 0.23405  C31 1.091
33 H -0.45817 -1.98452 -0.83056  C31 1.091
34 C 0.33388 -0.16496 3.15869  N28 1.422, C35 1.385, C39 1.390
35 C 0.39153 -1.08554 4.19204  C34 1.385, C36 1.383, H48 1.079
36 C 1.05174 -0.77456 5.36733  C35 1.383, C37 1.392, H47 1.078
37 C 1.65587 0.46991 5.51964  C36 1.392, C38 1.397, O42 1.357
38 C 1.59020 1.39142 4.47107  C37 1.397, C39 1.377, H41 1.078
39 C 0.94008 1.07791 3.29885  C34 1.390, C38 1.377, H40 1.078
40 H 0.89810 1.79396 2.49434  C39 1.078
41 H 2.06345 2.35102 4.60310  C38 1.078
42 O 2.32508 0.88048 6.62601  C37 1.357, C43 1.408
43 C 2.41843 0.00487 7.72517  O42 1.408, H44 1.089, H45 1.094, H46 1.094
44 H 2.98324 0.54481 8.48327  C43 1.089
45 H 1.43030 -0.24745 8.12224  C43 1.094
46 H 2.95227 -0.91384 7.46267  C43 1.094
47 H 1.08349 -1.50999 6.15485  C36 1.078
48 H -0.07421 -2.05195 4.07964  C35 1.079
49 H -2.74741 -0.39783 -0.02362  C25 1.098
50 H -0.10845 1.98467 -1.89901  C8 1.094
51 H -0.07696 1.79445 -0.13592  C8 1.090

total energy	-47661.943	eV
SMILES	COC(=O)CN(C(=S)Nc1ccccc1)[C@H]1CC(=O)N(c2ccc(OC)cc2)C1=O
energy above the lowest of the compared OMol25 structures with the same formula, charge and spin	62.9	kJ/mol
LUMO	0.5607	eV
HOMO	-8.23	eV
charge	0
max |F|	0.73	eV Å⁻¹

Entry 4:
The following is a DFT calculation (the ωB97M-V functional and the def2-TZVPD basis) of 4 unconnected molecules or ions with the total composition C12H15ClN3O4 at a distorted geometry.

Bonds (Å) are listed after each position.
Geometry (Å):
1 Cl 0.72936 3.33741 -0.42190  O2 1.428, O3 1.452, O4 1.386, O5 1.404
2 O 1.00959 3.86747 0.87447  Cl1 1.428
3 O -0.03037 4.25090 -1.25691  Cl1 1.452
4 O 1.95471 3.12428 -1.03376  Cl1 1.386
5 O 0.04433 2.13260 -0.19550  Cl1 1.404
6 N 2.15279 -0.00983 -2.16488  C7 1.389, C10 1.344, H11 1.010
7 C 0.81220 -0.32978 -2.34121  N6 1.389, C8 1.414, H12 1.080
8 C 0.78883 -1.57321 -3.01464  C7 1.414, C9 1.393, H13 1.080
9 C 2.12721 -1.90724 -3.21052  C8 1.393, C10 1.387, H14 1.080
10 C 2.96917 -0.91480 -2.73065  N6 1.344, C9 1.387, H15 1.080
11 H 2.55695 0.81834 -1.75148  N6 1.010
12 H -0.05758 0.29643 -2.20802  C7 1.080
13 H -0.09201 -2.14720 -3.26174  C8 1.080
14 H 2.46292 -2.85037 -3.61574  C9 1.080
15 H 4.04580 -0.85341 -2.78958  C10 1.080
16 N -3.22641 2.04751 1.04693  C17 1.405, C20 1.344, H21 1.010
17 C -3.99965 2.79798 1.94802  N16 1.405, C18 1.360, H22 1.080
18 C -4.77583 1.94497 2.66901  C17 1.360, C19 1.367, H23 1.080
19 C -4.50063 0.66814 2.26707  C18 1.367, C20 1.389, H24 1.080
20 C -3.52533 0.75813 1.28229  N16 1.344, C19 1.389, H25 1.080
21 H -2.61832 2.49277 0.37456  N16 1.010
22 H -3.79742 3.85762 1.99946  C17 1.080
23 H -5.51792 2.12819 3.43198  C18 1.080
24 H -4.97851 -0.27086 2.50439  C19 1.080
25 H -3.03915 -0.01971 0.71222  C20 1.080
26 N 1.88709 -2.12714 -0.01149  C27 1.353, C30 1.354, H31 1.010
27 C 2.31732 -3.28450 0.54204  N26 1.353, C28 1.384, H32 1.080
28 C 2.10082 -3.18850 1.90593  C27 1.384, C29 1.412, H33 1.080
29 C 1.54941 -1.91613 2.17183  C28 1.412, C30 1.336, H34 1.080
30 C 1.45867 -1.31396 0.98224  N26 1.354, C29 1.336, H35 1.080
31 H 1.75177 -1.98688 -1.00250  N26 1.010
32 H 2.60878 -4.04971 -0.16218  C27 1.080
33 H 2.47939 -3.93800 2.58514  C28 1.080
34 H 1.31874 -1.48980 3.13693  C29 1.080
35 H 1.03329 -0.35172 0.73821  C30 1.080

total energy	-37863.822	eV
energy above the lowest of the compared OMol25 structures with the same formula, charge and spin	0.0	kJ/mol
LUMO	3.0872	eV
HOMO	-5.59	eV
charge	-1
max |F|	4.43	eV Å⁻¹